Record 1
DFT (ωB97M-V/def2-TZVPD) results for a cluster of 7 separate species, C38H71F5NO13S6 in total at a distorted geometry.

Last column: Mulliken spin population.
Geometry (Å):
C: -2.19 -0.76 2.21  -0.0011
C: -0.78 -0.57 1.60  0.0055
C: 0.11 -0.16 2.79  0.0522
C: -0.91 0.56 0.57  0.0661
C: 0.36 0.75 -0.29  -0.0649
C: -0.07 1.62 -1.48  0.0096
C: 1.04 1.83 -2.52  -0.0001
C: 2.25 2.59 -1.91  -0.0002
C: 3.62 2.14 -2.40  0.0003
F: 4.19 3.12 -3.16  0.0000
F: 3.62 1.01 -3.10  0.0000
C: 4.60 1.91 -1.21  -0.0002
F: 5.64 1.20 -1.63  0.0000
F: 5.07 3.05 -0.75  0.0000
F: 4.04 1.20 -0.25  0.0001
C: 0.78 -0.63 -0.86  0.0385
C: 0.80 -1.80 0.14  0.0409
C: 2.12 -1.85 0.93  0.0285
C: 0.81 -3.10 -0.71  -0.0224
N: -0.40 -1.87 1.01  0.3585
O: -1.39 -2.49 0.47  0.5373
H: -2.40 0.14 2.80  0.0000
H: -2.23 -1.62 2.88  -0.0037
H: -2.96 -0.79 1.45  0.0035
H: -0.41 0.56 3.42  0.0045
H: 0.26 -1.04 3.40  -0.0195
H: 1.05 0.29 2.47  0.0017
H: -1.06 1.49 1.14  0.0043
H: -1.79 0.44 -0.06  -0.0192
H: 1.16 1.22 0.28  -0.0039
H: -0.88 1.10 -2.00  -0.0014
H: -0.50 2.56 -1.12  -0.0061
H: 0.66 2.45 -3.34  -0.0002
H: 1.29 0.86 -2.95  -0.0005
H: 2.20 2.60 -0.83  -0.0001
H: 2.15 3.63 -2.21  0.0001
H: 1.82 -0.52 -1.21  -0.0072
H: 0.20 -0.85 -1.75  0.0053
H: 2.90 -2.06 0.19  0.0007
H: 2.36 -0.91 1.43  0.0041
H: 2.12 -2.70 1.61  -0.0187
H: 0.06 -3.06 -1.50  0.0080
H: 1.77 -3.09 -1.23  -0.0020
H: 0.72 -3.99 -0.11  0.0017
C: -0.11 -8.17 -2.44  0.0000
C: 0.21 -7.85 -3.91  0.0000
C: 1.18 -6.67 -3.93  0.0000
S: 2.09 -6.74 -2.39  0.0000
O: 1.76 -5.59 -1.59  -0.0005
O: 3.46 -7.10 -2.66  0.0000
C: 1.24 -8.16 -1.72  0.0000
H: -0.62 -9.12 -2.33  0.0000
H: -0.75 -7.39 -2.03  0.0000
H: 0.68 -8.72 -4.38  0.0000
H: -0.69 -7.63 -4.48  0.0000
H: 1.88 -6.72 -4.76  0.0000
H: 0.65 -5.71 -3.95  0.0000
H: 1.14 -8.06 -0.64  0.0000
H: 1.82 -9.05 -1.97  0.0000
C: -1.05 7.23 0.70  0.0000
C: -0.82 7.54 -0.79  0.0000
C: -0.30 6.26 -1.44  0.0001
S: -0.95 4.89 -0.48  -0.0008
O: 0.15 4.22 0.17  -0.0002
O: -1.94 4.19 -1.26  0.0001
C: -1.79 5.90 0.74  0.0000
H: -1.62 8.02 1.19  0.0000
H: -0.09 7.14 1.21  0.0000
H: -1.77 7.82 -1.25  0.0000
H: -0.13 8.36 -0.93  0.0000
H: -0.63 6.16 -2.47  0.0000
H: 0.79 6.20 -1.40  0.0000
H: -1.74 5.41 1.71  0.0000
H: -2.82 6.01 0.42  0.0000
C: 3.15 1.26 7.03  0.0000
C: 2.38 2.55 6.74  0.0000
C: 1.06 2.16 6.05  0.0001
S: 0.67 0.51 6.64  0.0002
O: 0.74 -0.40 5.52  -0.0016
O: -0.49 0.57 7.50  0.0000
C: 2.13 0.30 7.64  0.0000
H: 3.99 1.43 7.70  0.0000
H: 3.54 0.85 6.10  0.0000
H: 2.16 3.07 7.68  0.0000
H: 2.95 3.24 6.12  0.0000
H: 0.25 2.83 6.31  0.0000
H: 1.17 2.11 4.97  -0.0001
H: 2.45 -0.74 7.61  0.0000
H: 1.88 0.59 8.66  0.0000
C: 1.16 9.05 -4.94  0.0000
C: 0.15 9.40 -6.04  0.0000
C: -1.18 9.75 -5.35  0.0000
S: -0.74 10.40 -3.73  0.0000
O: -1.25 9.49 -2.72  0.0000
O: -1.02 11.81 -3.68  0.0000
C: 1.02 10.15 -3.89  0.0000
H: 2.17 8.99 -5.32  0.0000
H: 0.90 8.08 -4.50  0.0000
H: 0.51 10.25 -6.61  0.0000
H: 0.01 8.57 -6.74  0.0000
H: -1.73 10.51 -5.90  0.0000
H: -1.80 8.88 -5.20  0.0000
H: 1.44 9.88 -2.92  0.0000
H: 1.46 11.08 -4.24  0.0000
C: 0.82 -9.15 4.63  0.0000
C: 1.81 -8.63 3.58  0.0000
C: 1.91 -9.70 2.48  0.0000
S: 0.34 -10.56 2.48  0.0000
O: 0.56 -11.93 2.89  0.0000
O: -0.38 -10.24 1.27  0.0000
C: -0.38 -9.67 3.85  0.0000
H: 0.53 -8.37 5.33  0.0000
H: 1.27 -9.96 5.20  0.0000
H: 1.44 -7.70 3.16  0.0000
H: 2.79 -8.42 4.02  0.0000
H: 2.08 -9.26 1.50  0.0000
H: 2.69 -10.43 2.70  0.0000
H: -1.02 -10.34 4.43  0.0000
H: -0.97 -8.85 3.44  0.0000
C: -6.49 -1.13 -0.95  -0.0003
C: -6.74 -0.42 -2.29  0.0002
C: -5.46 0.35 -2.64  -0.0001
S: -4.11 -0.55 -1.88  0.0046
O: -3.52 0.29 -0.86  -0.0011
O: -3.31 -1.17 -2.90  -0.0023
C: -5.12 -1.79 -1.08  0.0029
H: -7.26 -1.86 -0.73  0.0000
H: -6.47 -0.40 -0.14  0.0000
H: -6.95 -1.16 -3.06  0.0000
H: -7.60 0.25 -2.23  0.0000
H: -5.30 0.40 -3.72  -0.0003
H: -5.47 1.36 -2.23  -0.0002
H: -4.67 -2.06 -0.13  -0.0018
H: -5.16 -2.65 -1.74  0.0013

Its HOMO-LUMO gap (spin up / spin down) is 7.74 / 8.77 eV. The expectation value of S² is 0.75. The net charge is 0. Its total energy is -5411.73119 Ha. The multiplicity is 2.


Record 2
DFT (ωB97M-V/def2-TZVPD) results for a cluster of 2 separate species, C3H9N2 in total at a distorted geometry.

Last column: Löwdin charge in e.
Geometry (Å):
C: 2.07 0.15 -0.54  0.1179
C: 1.05 -0.20 0.30  -0.1359
C: -0.19 -0.52 -0.35  -0.2291
N: -0.86 -1.45 0.20  0.1687
N: -1.33 1.23 0.26  0.0745
H: 3.09 0.48 -0.15  0.1165
H: 1.88 0.35 -1.54  0.0491
H: 1.02 -0.54 1.36  0.1373
H: -0.19 -0.35 -1.42  0.1526
H: -0.77 -1.73 1.17  0.1473
H: -1.68 -1.85 -0.15  0.1283
H: -1.15 1.50 -0.74  0.0955
H: -2.24 1.17 0.64  0.0510
H: -0.69 1.74 0.97  0.1262

Its HOMO-LUMO gap is 10.32 eV. The net charge is +1. Its total energy is -228.90393 Ha. The multiplicity is 1. Its energy above the lowest of the compared OMol25 structures with the same formula, charge and spin is 52.00 kcal per mole.


Record 3
DFT (ωB97M-V/def2-TZVPD) results for a structure of composition C3H10N7O5ReS at a distorted geometry.

Last column: Mulliken spin population.
Geometry (Å):
Re: 0.14 -0.51 -0.91  0.7849
N: 1.45 0.24 4.13  0.0020
N: 0.58 -0.05 3.09  0.0069
N: -0.41 -0.90 3.26  -0.0032
C: -0.75 -1.18 2.01  0.0130
N: 0.05 -0.53 1.15  -0.0024
N: 0.92 0.19 1.86  0.0156
H: 0.88 0.32 4.97  0.0001
H: 1.89 1.13 3.93  0.0002
H: -1.53 -1.86 1.73  0.0025
O: 1.86 -0.72 -0.93  0.1414
C: -2.35 -2.20 -2.79  0.0062
S: -2.33 -1.87 -1.06  0.0073
O: -1.18 -2.61 -0.51  -0.0057
O: -3.66 -2.05 -0.59  -0.0005
O: -1.91 -0.40 -0.94  0.0199
H: -2.63 -3.24 -2.92  -0.0001
H: -1.37 -2.01 -3.23  -0.0051
H: -3.10 -1.55 -3.25  0.0007
N: 1.19 3.53 -1.03  0.0016
C: 1.34 2.20 -1.06  0.0046
N: 2.52 1.66 -1.26  0.0016
O: 0.26 1.50 -0.92  0.0129
H: 1.97 4.15 -1.15  -0.0003
H: 0.27 3.91 -0.90  0.0000
H: 3.34 2.23 -1.37  0.0007
H: 2.57 0.62 -1.31  -0.0047

Its HOMO-LUMO gap (spin up / spin down) is 7.44 / 8.40 eV. The expectation value of S² is 0.76. The net charge is +1. Its total energy is -1355.99990 Ha. The multiplicity is 2. Its energy above the lowest of the compared OMol25 structures with the same formula, charge and spin is 34.54 kcal per mole.


Record 4
DFT (ωB97M-V/def2-TZVPD) results for a structure of composition C5H8O2.

Last column: Löwdin charge in e.
Geometry (Å):
O: -1.66 -1.46 -0.16  -0.0321
C: -0.44 -1.05 0.41  -0.3126
C: 0.67 -0.83 -0.66  -0.0676
C: 0.49 0.70 -0.80  -0.2682
C: 0.75 1.19 0.65  -0.0293
C: -0.61 0.44 0.79  -0.2011
O: -0.92 0.92 -0.56  -0.0964
H: -1.89 -0.68 -0.71  0.0896
H: -0.19 -1.79 1.18  0.1509
H: 1.67 -1.08 -0.28  0.1157
H: 0.49 -1.43 -1.56  0.1198
H: 0.81 1.20 -1.71  0.1466
H: 1.68 0.90 1.16  0.1172
H: 0.55 2.26 0.76  0.1145
H: -1.40 0.70 1.50  0.1532

Its HOMO-LUMO gap is 10.72 eV. The net charge is 0. Its total energy is -345.73575 Ha. The multiplicity is 1. Its energy above the lowest of the compared OMol25 structures with the same formula, charge and spin is 43.43 kcal per mole.


Record 5
DFT (ωB97M-V/def2-TZVPD) results for a cluster of 7 separate species, C10H16Br6Cl12 in total.

Last column: Löwdin charge in e.
Geometry (Å):
Cl: -0.97 4.45 3.44  0.5260
C: 0.73 4.28 3.02  -1.5427
Cl: 1.31 5.68 2.10  0.5231
Cl: 0.99 2.80 2.09  0.5229
H: 1.31 4.24 3.94  0.0120
Cl: -3.58 3.90 -1.28  0.5317
C: -2.31 2.70 -1.22  -1.5809
Cl: -0.99 3.13 -2.33  0.5355
Cl: -2.91 1.10 -1.57  0.5077
H: -1.88 2.69 -0.22  -0.0298
Cl: -0.42 0.06 -4.83  0.5286
C: -1.00 -0.82 -6.24  -1.5718
Cl: -0.18 -2.37 -6.37  0.5244
Cl: -0.79 0.15 -7.69  0.5507
H: -2.05 -1.02 -6.09  0.0108
Cl: -4.13 -3.81 -2.71  0.5405
C: -2.44 -3.74 -2.24  -1.5518
Cl: -2.27 -3.52 -0.52  0.5329
Cl: -1.60 -2.46 -3.11  0.5117
H: -1.98 -4.67 -2.54  0.0147
Br: 5.17 -2.83 4.03  0.5924
C: 5.54 -1.69 2.49  -0.6934
C: 4.75 -2.08 1.29  -0.7335
Br: 5.15 -3.86 0.67  0.6193
H: 6.61 -1.76 2.30  0.0559
H: 5.27 -0.70 2.84  0.0546
H: 4.97 -1.43 0.45  0.0558
H: 3.68 -2.01 1.49  0.0475
Br: -2.88 -1.20 5.04  0.6371
C: -3.13 0.54 4.25  -0.7214
C: -3.34 0.38 2.76  -0.7094
Br: -3.88 2.08 2.02  0.6605
H: -2.27 1.16 4.47  0.0503
H: -4.01 0.99 4.71  0.0483
H: -4.15 -0.31 2.55  0.0522
H: -2.43 0.04 2.28  -0.0069
Br: 2.92 0.02 -2.78  0.6451
C: 1.20 0.07 -1.90  -0.7710
C: 1.38 -0.03 -0.41  -0.6513
Br: -0.37 -0.46 0.36  0.6333
H: 0.61 -0.75 -2.30  -0.0124
H: 0.67 0.98 -2.17  -0.0070
H: 1.68 0.91 0.03  0.0239
H: 2.03 -0.85 -0.12  0.0339

Its HOMO-LUMO gap is 10.30 eV. The SMILES is ClC(Cl)Cl.ClC(Cl)Cl.ClC(Cl)Cl.ClC(Cl)Cl.BrCCBr.BrCCBr.BrCCBr. The net charge is 0. Its total energy is -21357.01017 Ha. The multiplicity is 1. Its energy above the lowest of the compared OMol25 structures with the same formula, charge and spin is 2.73 kcal per mole.


Record 6
DFT (ωB97M-V/def2-TZVPD) results for a cluster of 3 separate species, C5H17NO2 in total at a distorted geometry.

Last column: Löwdin charge in e.
Geometry (Å):
C: 1.27 0.13 1.86  -0.1239
C: 0.59 1.30 1.22  -0.2182
C: -0.76 0.88 0.56  -0.3942
C: -1.88 1.99 0.59  -0.0422
N: -0.58 0.35 -0.81  -0.1019
C: -1.76 -0.42 -1.24  -0.1333
H: 1.43 0.21 2.95  0.0804
H: 2.33 0.00 1.61  0.0667
H: 0.74 -0.82 1.94  0.0833
H: 0.38 2.15 1.86  0.0961
H: 1.17 1.82 0.45  0.1113
H: -1.06 -0.01 1.11  0.1169
H: -1.46 2.77 1.23  0.0587
H: -1.91 2.43 -0.39  0.0730
H: -2.76 1.65 1.11  0.0699
H: -0.28 0.96 -1.55  0.0964
H: -1.98 -0.12 -2.28  0.0819
H: -2.72 -0.26 -0.75  0.0751
H: -1.52 -1.48 -1.24  0.0604
O: 0.73 -3.00 -2.68  -0.0609
H: 0.82 -3.59 -1.90  0.0482
H: 0.39 -2.16 -2.44  -0.0139
O: 2.91 -1.99 -0.35  -0.0399
H: 3.48 -1.49 -0.93  0.0372
H: 2.41 -1.31 0.08  -0.0269

Its HOMO-LUMO gap is 9.67 eV. The SMILES is CC[C@@H](C)NC.O.O. The net charge is 0. Its total energy is -405.87993 Ha. The multiplicity is 1. Its energy above the lowest of the compared OMol25 structures with the same formula, charge and spin is 39.23 kcal per mole.


> Which value of multiplicity does entry 4 give?

1


> Which value of net charge does entry 1 give?

0